This record from the Open Molecules 2025 dataset describes a cluster of 14 separate species, BF4H26O13 in total. The level of theory is the ωB97M-V functional and the def2-TZVPD basis.

Summary:
- electronic energy (Eh) = -1418.37931
- total charge = -1

Each line ends with the Mulliken charge.
CARTESIAN COORDINATES (ANGSTROEM)
B 0.6956 -0.5615 0.4546  0.107
F 2.0175 -0.7434 0.1715  -0.579
F -0.0943 -1.2218 -0.5151  0.099
F 0.3567 -1.1324 1.7343  -0.358
F 0.4411 0.8058 0.5961  0.033
O 2.7645 3.0469 1.7344  -0.810
H 2.2904 2.3527 2.1577  0.380
H 2.0806 3.2625 1.0637  0.474
O -3.1338 -1.7072 1.0249  -0.596
H -3.5222 -2.5482 1.1243  0.239
H -2.4459 -1.7024 1.7439  0.322
O -0.3167 -1.0195 -3.7540  -0.694
H -0.0084 -0.1993 -3.2569  0.454
H 0.0565 -1.7933 -3.3151  0.426
O 1.1011 3.5324 -0.2583  -0.656
H 0.1425 3.6642 -0.2007  0.282
H 1.2929 3.4624 -1.2124  0.284
O 2.4090 -0.5604 -2.6538  -0.651
H 2.0370 -0.7398 -1.7840  0.236
H 2.9819 0.1949 -2.5539  0.342
O -1.8469 -3.0270 -1.1899  -0.736
H -2.4037 -3.2336 -0.4861  0.294
H -1.3993 -2.2216 -0.9697  0.588
O -2.6690 -0.1273 -1.2575  -0.621
H -2.9929 -0.9450 -1.5651  0.293
H -2.9943 -0.1337 -0.3546  0.242
O -1.8213 -0.7489 3.7080  -0.640
H -0.9396 -1.0803 3.6133  0.336
H -2.4458 -1.4542 3.8782  0.279
O -0.2953 1.1179 -2.0369  -0.823
H -1.0226 0.5164 -1.8641  0.426
H 0.2501 0.9799 -1.2555  0.281
O 0.7229 1.6987 3.1300  -0.609
H 0.1873 0.9589 2.9231  0.269
H 0.7124 1.7801 4.0560  0.225
O -1.8398 1.6423 1.2380  -0.686
H -1.0509 1.3557 0.8080  0.287
H -1.5048 2.4724 1.5470  0.310
O 0.6416 -3.3975 -2.5550  -0.726
H -0.2272 -3.4292 -2.0646  0.365
H 1.3383 -3.3067 -1.8978  0.307
O 3.7335 1.4410 -0.1934  -0.743
H 3.2152 0.6637 0.0103  0.340
H 3.5063 2.0854 0.4770  0.407



This record from the Open Molecules 2025 dataset describes a structure of composition BF4Sn. The level of theory is the ωB97M-V functional and the def2-TZVPD basis.

Summary:
- electronic energy (Eh) = -638.44241
- total charge = +1

Each line ends with the Mulliken charge.
CARTESIAN COORDINATES (ANGSTROEM)
Sn 1.0838 -0.5658 -2.4085  1.715
B -0.2105 0.1425 0.5255  0.655
F -0.1777 1.0285 -0.6298  -0.392
F -0.1416 -1.2002 -0.0163  -0.391
F 0.8482 0.3227 1.3672  -0.300
F -1.4022 0.2723 1.1618  -0.287



This record from the Open Molecules 2025 dataset describes a cluster of 12 separate species, BH26O11 in total. The level of theory is the ωB97M-V functional and the def2-TZVPD basis.

Summary:
- electronic energy (Eh) = -868.10648
- total charge = -1

Each line ends with the Mulliken charge.
CARTESIAN COORDINATES (ANGSTROEM)
B 25.5105 6.7794 16.1109  0.857
H 25.5389 7.7393 16.9406  -0.249
H 24.3841 6.4991 15.7450  -0.357
H 26.2406 6.8786 15.1581  -0.453
H 25.8764 5.7881 16.7239  -0.375
O 23.0550 5.7164 18.1895  -0.785
H 22.9428 4.7726 17.9300  0.359
H 23.8735 5.9615 17.7436  0.281
O 27.5827 4.5771 13.5686  -0.688
H 27.6278 5.4209 14.0071  0.305
H 27.9763 4.7230 12.7032  0.295
O 24.8120 3.1454 18.0642  -0.594
H 25.4921 3.7543 18.2255  0.283
H 25.3608 2.4869 17.7419  0.279
O 21.3320 6.9673 15.0908  -0.693
H 21.5058 6.7287 16.0055  0.357
H 21.8684 6.3615 14.6461  0.450
O 25.1150 9.5306 14.2053  -0.800
H 24.2525 9.2376 14.0191  0.359
H 25.4548 8.9148 14.8222  0.255
O 22.3789 3.6448 16.4289  -0.683
H 22.5271 4.2728 15.7955  0.303
H 23.2836 3.3834 16.6236  0.375
O 25.6960 7.9746 12.2070  -0.746
H 25.7080 8.5603 12.9794  0.479
H 25.2185 8.3979 11.5063  0.258
O 24.9521 5.4564 12.6371  -0.753
H 25.0786 6.4308 12.7319  0.421
H 25.7139 5.0711 13.0553  0.337
O 22.6295 4.9055 13.8665  -0.803
H 23.4761 4.9558 13.4001  0.411
H 22.0236 5.0276 13.1300  0.301
O 24.8472 3.3910 14.7251  -0.646
H 23.9856 3.6851 14.4720  0.367
H 25.3444 3.9274 15.3130  0.265
O 22.0992 8.1374 17.3734  -0.716
H 22.4404 7.3570 17.7967  0.439
H 22.6543 8.3361 16.6315  0.307



This record from the Open Molecules 2025 dataset describes an isolated molecule of BH3O2. The level of theory is the ωB97M-V functional and the def2-TZVPD basis.

Summary:
- electronic energy (Eh) = -177.19821
- SMILES = OBO
- total charge = 0

Each line ends with the Mulliken charge.
CARTESIAN COORDINATES (ANGSTROEM)
O 1.2649 -0.5834 -0.2674  -0.516
B -0.0282 0.0927 -0.0645  0.451
O -1.1421 -0.6747 -0.0624  -0.456
H 1.9326 -0.0510 0.0632  0.289
H -0.2659 1.3520 -0.0493  -0.078
H -1.7613 -0.1356 0.3803  0.311



This record from the Open Molecules 2025 dataset describes a cluster of 2 separate species, BH3OS in total. The level of theory is the ωB97M-V functional and the def2-TZVPD basis.

Summary:
- electronic energy (Eh) = -500.08836
- SMILES = B=O.S
- total charge = 0

Each line ends with the Mulliken charge.
CARTESIAN COORDINATES (ANGSTROEM)
B 1.1560 -1.9274 -0.5320  0.396
O 0.4989 -1.1746 0.1342  -0.403
H 1.6743 -2.6401 -1.1537  0.009
S -0.6060 2.4521 -0.1921  -0.299
H -1.2559 1.3579 0.3813  0.158
H -1.5685 3.2895 0.2793  0.138



This record from the Open Molecules 2025 dataset describes a cluster of 2 separate species, BH3OS in total. The level of theory is the ωB97M-V functional and the def2-TZVPD basis.

Summary:
- electronic energy (Eh) = -500.06699
- SMILES = B=S.O
- total charge = 0

Each line ends with the Mulliken charge.
CARTESIAN COORDINATES (ANGSTROEM)
B 2.1623 -1.0487 0.0416  0.289
S 1.8120 0.4680 0.4277  -0.300
H 2.4039 -2.1449 -0.3823  0.024
O -1.8198 -1.8100 -0.5199  -0.620
H -2.4641 -1.4019 -0.0180  0.302
H -1.0163 -1.2313 -0.5711  0.305



This record from the Open Molecules 2025 dataset describes a structure of composition BaClH14O11. The level of theory is the ωB97M-V functional and the def2-TZVPD basis.

Summary:
- electronic energy (Eh) = -1321.36598
- total charge = +1

Each line ends with the Mulliken charge.
CARTESIAN COORDINATES (ANGSTROEM)
Ba 5.9779 2.4967 -3.2211  1.655
Cl 4.1278 -0.3140 -0.7447  1.570
O 2.6506 -0.2948 -0.9795  -0.629
O 4.7904 1.0070 -1.1025  -0.591
O 4.3569 -0.5122 0.7242  -0.620
O 4.7646 -1.4052 -1.5032  -0.696
O 6.6340 1.3821 -5.7249  -0.554
H 6.5458 1.7210 -6.6369  0.292
H 6.1591 0.5842 -5.8591  0.291
O 8.8771 2.7232 -3.5523  -0.540
H 9.0791 3.0656 -2.6918  0.316
H 9.6747 3.0370 -4.0436  0.264
O 7.3720 2.4491 -0.6644  -0.508
H 7.0739 1.8398 -0.0073  0.262
H 7.2510 3.3308 -0.3316  0.282
O 4.5486 3.9483 -1.3132  -0.479
H 3.6984 3.5856 -1.4620  0.277
H 4.4144 4.8964 -1.3071  0.281
O 3.0688 2.3028 -3.2262  -0.472
H 2.4629 2.0490 -3.9071  0.246
H 2.5424 2.2773 -2.4391  0.249
O 4.9735 -0.0992 -3.9195  -0.478
H 5.1071 -0.8326 -3.3131  0.287
H 4.1041 -0.2516 -4.2982  0.249
O 7.5649 0.1375 -2.6382  -0.557
H 8.4684 0.4191 -2.4079  0.297
H 7.3384 -0.1906 -1.7705  0.305



This record from the Open Molecules 2025 dataset describes a structure of composition BeFHO2S. The level of theory is the ωB97M-V functional and the def2-TZVPD basis.

Summary:
- electronic energy (Eh) = -663.92973
- total charge = 0

Each line ends with the Mulliken charge.
CARTESIAN COORDINATES (ANGSTROEM)
S -1.1711 -0.2866 0.0755  0.444
F 1.7503 -0.5531 -1.6307  -0.133
O -1.2280 -1.4652 1.0572  -0.533
Be 0.7200 -0.2654 -0.6961  0.209
O 0.0853 0.8205 0.6377  -0.376
H -0.1564 1.7499 0.5564  0.390



This record from the Open Molecules 2025 dataset describes a structure of composition BeH10O5. The level of theory is the ωB97M-V functional and the def2-TZVPD basis.

Summary:
- electronic energy (Eh) = -396.45828
- total charge = +2

Each line ends with the Mulliken charge.
CARTESIAN COORDINATES (ANGSTROEM)
Be -12.3770 -1.3720 -5.4190  0.063
O -11.3410 -0.4780 -6.4190  -0.254
H -10.4190 -0.1810 -6.3590  0.374
H -11.5040 -0.4820 -7.3890  0.384
O -13.8220 -0.7300 -5.5570  -0.212
H -14.5860 -1.2650 -5.7520  0.385
H -14.2500 0.0950 -5.4470  0.366
O -12.3670 -3.0000 -5.9380  -0.361
H -11.7850 -3.2260 -6.6840  0.368
H -12.7950 -3.8630 -5.7390  0.371
O -13.9880 -2.8730 -3.6760  -0.533
H -13.9640 -3.8060 -3.8880  0.281
H -14.4530 -2.6780 -2.8670  0.302
O -11.6990 -1.1800 -3.8940  -0.285
H -12.0960 -0.5140 -3.3180  0.372
H -11.4150 -1.9580 -3.4390  0.378



This record from the Open Molecules 2025 dataset describes a cluster of 2 separate species, Br2H2NOP in total. The level of theory is the ωB97M-V functional and the def2-TZVPD basis.

Summary:
- electronic energy (Eh) = -5620.54765
- total charge = 0

Each line ends with the Mulliken charge.
CARTESIAN COORDINATES (ANGSTROEM)
N -1.1264 -0.0839 -1.1718  -0.598
O 0.7797 -1.6489 1.0266  -0.396
P 0.4788 -0.2763 0.7199  0.673
Br 2.3701 1.1051 0.4519  -0.130
Br -0.5813 0.6270 2.3895  -0.068
H -0.6065 -0.6652 -1.9422  0.268
H -1.3145 0.9423 -1.4738  0.252